1.
Computed, not measured: one molecule with the formula CH3NO4S in a non-equilibrium geometry, with ωB97M-V/def2-TZVPD.

Geometry (Å):
O (2.6397, -1.2816, -0.2265)
C (1.4975, -1.2101, 0.0077)
S (0.4112, 0.4024, -0.3353)
O (0.0866, 0.3610, -1.7611)
O (0.8659, 1.5468, 0.3508)
N (-1.2754, 0.0038, 0.7395)
O (-2.1364, 0.9378, 0.1085)
H (0.8027, -2.0772, 0.3506)
H (-1.0087, 0.4319, 1.5350)
H (-1.8830, 0.8851, -0.7691)

Atomic forces in eV per Å
0.247 0.370 0.041
-1.871 -0.902 0.099
-2.226 -2.470 0.415
0.071 0.236 1.879
1.241 1.441 0.135
1.034 -2.278 -5.629
-0.746 0.310 3.139
0.865 1.256 -0.337
1.138 2.202 3.550
0.247 -0.165 -3.293

Computed properties:
- total energy (Ha) = -793.6411
- spin multiplicity = 1
- ΔE to the lowest compared entry with this formula, charge and spin (kcal per mole) = 58.7
- Kohn-Sham gap (spin up / spin down) (eV) = 9.08 / 9.08
- strongest force on any atom (eV Å⁻¹) = 6.2

=====

2.
Computed, not measured: one molecule with the formula CH4N2OS in a non-equilibrium geometry, with ωB97M-V/def2-TZVPD.

Geometry (Å):
H (-2.9143, -1.4616, -0.1947)
N (-2.5204, -0.6492, 0.2396)
C (-1.3550, -0.4027, -0.1505)
S (-0.5908, 1.1787, 0.0865)
O (0.9026, 0.8127, -0.4599)
N (2.0242, 0.4532, 0.4586)
H (-0.6468, -1.0494, -0.8363)
H (2.6431, -0.0464, -0.1519)
H (2.4573, 1.1646, 1.0085)

Atomic forces in eV per Å
-0.034 -0.787 0.023
0.023 0.861 0.050
1.476 -0.748 -1.449
0.166 -0.593 0.854
1.943 0.697 -0.072
-2.263 -1.828 0.050
-1.357 0.951 1.226
0.227 0.184 -0.251
-0.181 1.264 -0.430

Computed properties:
- total energy (Ha) = -623.3180
- spin multiplicity = 1
- ΔE to the lowest compared entry with this formula, charge and spin (kcal per mole) = 88.6
- Kohn-Sham gap (eV) = 10.02
- strongest force on any atom (eV Å⁻¹) = 2.9